7 unconnected molecules or ions with the total composition C35H35ClNO10 in a non-equilibrium geometry. Source: the Open Molecules 2025 dataset; level of theory: ωB97M-V with the def2-TZVPD basis set.

Properties
- Energy relative to the best compared isomer or geometry (same formula, charge and spin): 42.5 kcal per mole
- Electronic energy: -71342.7987 eV
- Multiplicity: 1
- Orbital gap: 7.54 eV
- Highest occupied orbital energy: -5.387 eV
- Charge: -1

Positions of all 82 atoms, in Å:
1 Cl 0.0058 -0.1964 0.4632
2 N -4.3882 2.0556 -3.1698
3 C -3.9972 1.9766 -4.3978
4 C -2.8552 1.2176 -4.9498
5 C -2.1522 0.5716 -3.9418
6 C -2.5852 0.5506 -2.6308
7 C -3.7872 1.3016 -2.2188
8 H -4.6752 2.4766 -5.1918
9 H -2.7512 1.1576 -6.0288
10 H -1.2972 -0.0454 -4.2868
11 H -1.9132 0.2366 -1.6828
12 H -3.9642 1.4926 -1.1608
13 C 0.8638 -3.1684 6.0802
14 C 0.7508 -1.8744 5.4052
15 C 0.4788 -1.8244 4.0612
16 C 0.2028 -2.9864 3.3382
17 C 0.2768 -4.2744 4.0152
18 C 0.6798 -4.4024 5.3152
19 O 0.9808 -5.5924 5.8372
20 O 0.3338 -0.5784 3.5672
21 H 1.1778 -3.1204 7.1382
22 H 0.9698 -0.8944 5.9442
23 H -0.1092 -3.1184 2.3392
24 H 0.2798 -4.9244 3.4382
25 H 1.2968 -5.7054 6.5982
26 H 0.0478 -0.6704 2.6382
27 C -3.3502 -3.9354 -0.8808
28 C -3.3832 -5.4804 -0.8788
29 C -2.1602 -6.1814 -0.6308
30 C -0.9752 -5.3894 -0.3168
31 C -0.9502 -4.0024 -0.4178
32 C -2.2092 -3.2884 -0.6548
33 O -2.1832 -1.9754 -0.8008
34 O -2.1562 -7.5004 -0.6168
35 H -4.1272 -3.3994 -1.1408
36 H -4.2242 -6.1594 -1.1698
37 H -0.2022 -5.8504 0.1292
38 H 0.0108 -3.4284 -0.0848
39 H -1.3362 -1.5004 -0.3828
40 H -2.8782 -8.0964 -0.9598
41 C 3.7788 2.0446 0.6682
42 C 5.2628 2.5226 0.9642
43 C 5.4698 3.9256 1.0372
44 C 4.4408 4.8776 0.8252
45 C 3.0868 4.4186 0.5332
46 C 2.7608 3.0616 0.4562
47 O 1.4768 2.6256 0.1182
48 O 6.7188 4.3696 1.5142
49 H 3.6618 1.0466 0.5492
50 H 6.0608 1.8266 1.0952
51 H 4.5128 5.9556 1.0092
52 H 2.2228 5.1016 0.5542
53 H 1.1338 1.7286 0.6052
54 H 7.0128 5.2336 1.0812
55 C 3.0838 -1.6324 -3.6528
56 C 4.4258 -0.9994 -4.0028
57 C 4.7518 0.2886 -3.5588
58 C 3.7578 1.0556 -2.8158
59 C 2.4748 0.4676 -2.6218
60 C 2.1958 -0.8824 -2.9858
61 O 1.0178 -1.5104 -2.3218
62 O 5.8808 0.8766 -3.9958
63 H 3.0028 -2.7084 -3.9308
64 H 5.1708 -1.6124 -4.4668
65 H 3.7528 2.1586 -2.5958
66 H 1.7028 0.9436 -2.0138
67 H 0.6938 -1.1894 -1.4388
68 H 6.1278 1.8296 -3.6528
69 C -2.3712 3.1726 0.2242
70 C -3.0722 4.5806 -0.0218
71 C -4.1542 4.8946 0.9012
72 C -4.6552 4.0966 1.8072
73 C -4.0522 2.7536 2.0632
74 C -2.8742 2.3466 1.4052
75 O -2.3182 1.1916 1.7872
76 O -4.6962 6.0976 0.6512
77 H -1.5902 2.6446 -0.3428
78 H -2.6462 5.1216 -0.9478
79 H -5.6122 4.4206 2.2752
80 H -4.4822 2.0956 2.7462
81 H -1.5812 0.8696 1.4512
82 H -5.2772 6.4186 1.3282

Formally, the Mulliken partial charges of the atoms, in units of the elementary charge, are as follows: atom 1 (Cl): -0.75, atom 2 (N): -0.60, atom 3 (C): -0.06, atom 4 (C): -0.50, atom 5 (C): -0.17, atom 6 (C): 0.55, atom 7 (C): -0.51, atom 8 (H): 0.24, atom 9 (H): 0.40, atom 10 (H): 0.37, atom 11 (H): -0.17, atom 12 (H): 0.56, atom 13 (C): -0.48, atom 14 (C): -0.52, atom 15 (C): 0.47, atom 16 (C): -0.11, atom 17 (C): -1.10, atom 18 (C): 0.53, atom 19 (O): -0.46, atom 20 (O): -0.44, atom 21 (H): 0.25, atom 22 (H): 0.29, atom 23 (H): 0.38, atom 24 (H): 0.77, atom 25 (H): 0.23, atom 26 (H): 0.27, atom 27 (C): -0.80, atom 28 (C): -0.55, atom 29 (C): 0.69, atom 30 (C): -0.70, atom 31 (C): -0.04, atom 32 (C): 0.23, atom 33 (O): -0.15, atom 34 (O): -0.57, atom 35 (H): 0.65, atom 36 (H): 0.17, atom 37 (H): 0.51, atom 38 (H): 0.19, atom 39 (H): -0.34, atom 40 (H): 0.33, atom 41 (C): -0.35, atom 42 (C): -0.91, atom 43 (C): 0.67, atom 44 (C): -0.48, atom 45 (C): -0.51, atom 46 (C): 0.04, atom 47 (O): -0.37, atom 48 (O): -0.56, atom 49 (H): 0.78, atom 50 (H): 0.44, atom 51 (H): 0.29, atom 52 (H): 0.34, atom 53 (H): 0.33, atom 54 (H): 0.31, atom 55 (C): -0.50, atom 56 (C): -0.56, atom 57 (C): 0.50, atom 58 (C): -0.44, atom 59 (C): -0.44, atom 60 (C): 0.37, atom 61 (O): -0.48, atom 62 (O): -0.59, atom 63 (H): 0.36, atom 64 (H): 0.38, atom 65 (H): 0.28, atom 66 (H): 0.49, atom 67 (H): 0.11, atom 68 (H): 0.34, atom 69 (C): -0.29, atom 70 (C): -0.87, atom 71 (C): 1.02, atom 72 (C): -0.64, atom 73 (C): -0.56, atom 74 (C): 0.17, atom 75 (O): -0.34, atom 76 (O): -0.53, atom 77 (H): 0.57, atom 78 (H): 0.30, atom 79 (H): 0.19, atom 80 (H): 0.48, atom 81 (H): 0.33, atom 82 (H): 0.28